43
Properties=species:S:1:pos:R:3 method="wB97M-V/def2-TZVPD" lumo_energy_ev=2.983 homo_ev=-4.26 total_energy_ev=-38375.2256 charge=-1 multiplicity=1 smiles="O=C1C([C@H](Oc2ccccc2C(F)(F)F)c2ccccc2)=C([O-])c2ccccc21" gap_ev=7.24
C 5.250 -2.214 -1.989
C 3.867 -2.431 -1.953
C 3.024 -1.332 -1.676
C 3.529 -0.057 -1.495
C 4.922 0.167 -1.597
C 5.774 -0.927 -1.816
C 2.391 0.863 -1.051
O 2.560 2.067 -0.877
C 1.189 0.032 -0.829
C -0.111 0.591 -0.463
C -1.323 -0.178 -0.997
C -1.663 -1.406 -0.433
C -2.862 -2.060 -0.758
C -3.694 -1.498 -1.739
C -3.340 -0.302 -2.380
C -2.158 0.364 -2.001
C 1.535 -1.314 -1.370
O 0.853 -2.335 -1.520
H 5.907 -3.050 -2.143
H 3.415 -3.410 -2.096
H 5.285 1.183 -1.467
H 6.841 -0.771 -1.837
H -0.148 1.674 -0.725
H -0.967 -1.785 0.312
H -3.097 -2.970 -0.197
H -4.608 -2.032 -2.013
H -4.015 0.116 -3.136
H -1.923 1.337 -2.440
F -0.486 -0.014 5.008
C -0.318 0.108 3.659
F 0.944 0.596 3.446
F -0.321 -1.146 3.119
C -1.347 0.996 3.019
C -1.225 1.306 1.633
O -0.208 0.666 1.057
C -2.155 2.203 1.055
C -3.197 2.743 1.817
C -3.297 2.453 3.181
C -2.342 1.591 3.773
H -2.083 2.473 -0.003
H -3.905 3.400 1.291
H -4.109 2.881 3.789
H -2.386 1.422 4.839